C22H52Al2FeN6O12P as an isolated structure in a non-equilibrium geometry, computed with the ωB97M-V functional and the def2-TZVPD basis.

CARTESIAN COORDINATES (ANGSTROEM)
Fe 17.5259 20.4358 -4.6574
Al 16.9659 16.9134 -2.3752
Al 20.8199 19.7991 -2.2003
P 17.4464 20.4249 -2.0728
O 16.6033 19.4381 -1.3349
O 16.8341 21.3649 -3.1500
O 18.2871 19.5044 -3.1152
O 18.5752 21.0590 -1.2437
C 20.0861 20.8860 -7.5511
C 20.5119 20.5755 -6.1124
O 19.4912 20.8811 -5.2066
H 20.9767 20.9791 -8.1784
H 19.4516 21.7703 -7.5373
H 19.5891 20.0545 -8.0531
H 21.4426 20.9839 -5.6985
H 20.8148 19.5166 -6.0709
C 16.4881 17.6327 -7.4572
C 15.9743 17.6260 -6.0305
O 16.4438 18.6088 -5.2148
H 15.9113 16.8688 -7.9868
H 17.5224 17.3037 -7.5503
H 16.2516 18.5249 -8.0382
H 16.4054 16.6749 -5.6745
H 14.8881 17.5438 -6.1251
C 13.5547 19.3100 -2.4567
O 13.9784 18.2065 -2.7686
N 12.2572 19.5750 -2.2110
C 11.6866 20.9230 -2.1067
C 11.2988 18.5114 -2.0712
H 14.1536 20.2276 -2.3375
H 12.5094 21.5970 -2.3336
H 11.2324 21.0281 -1.1185
H 10.7966 21.0425 -2.7273
H 10.7470 18.4189 -1.1314
H 10.5648 18.5219 -2.8803
H 11.6808 17.4893 -2.1116
C 13.8350 15.6210 -0.1217
O 14.8465 15.7918 -0.7854
N 13.2676 16.5758 0.6525
C 13.8150 17.9340 0.6661
C 12.0399 16.4696 1.4247
H 13.3721 14.6249 -0.1178
H 14.2882 18.2149 1.6090
H 12.9747 18.6087 0.4914
H 14.5455 18.0912 -0.1243
H 11.2002 16.9009 0.8780
H 11.6828 15.5254 1.8395
H 12.1593 17.0097 2.3666
C 15.6154 21.7927 -6.9937
O 16.4793 21.4076 -6.1699
N 14.3502 21.4587 -6.8842
C 13.4132 21.8075 -8.0011
C 13.8140 20.7188 -5.7653
H 15.8691 22.3039 -7.9299
H 12.7787 20.9388 -8.1602
H 13.8222 22.1284 -8.9563
H 12.8540 22.6611 -7.6182
H 13.5877 19.7233 -6.1522
H 14.4501 20.7449 -4.8873
H 12.8532 21.1304 -5.4492
C 19.9602 19.2705 2.8522
O 20.8799 19.2781 3.6447
N 18.8204 20.0298 2.9796
C 18.5016 20.6601 4.2412
C 17.8157 20.1003 1.9893
H 20.1325 18.7935 1.8812
H 18.1864 21.6860 4.0433
H 19.4444 20.8811 4.7524
H 17.9251 20.0733 4.9561
H 17.8310 19.2692 1.2818
H 16.8277 20.3292 2.3826
H 18.0294 20.9518 1.3144
C 18.8531 26.3282 -4.2774
O 18.4073 26.6487 -3.2087
N 18.9071 25.0186 -4.7527
C 19.1290 24.6591 -6.1586
C 18.3380 23.9964 -3.8824
H 19.4183 27.0155 -4.9234
H 18.3108 24.2153 -6.7264
H 19.9904 23.9871 -6.1772
H 19.4045 25.5157 -6.7760
H 18.7832 23.9550 -2.8889
H 17.2463 24.0133 -3.8820
H 18.6335 23.0386 -4.3157
C 13.2932 22.1383 0.7613
O 12.2351 22.4246 1.2777
N 14.3031 22.9725 0.4480
C 15.5041 22.4611 -0.1567
C 14.1875 24.4190 0.6961
H 13.6292 21.0949 0.6149
H 15.5814 22.6397 -1.2349
H 15.3920 21.3730 -0.2437
H 16.4945 22.5590 0.2891
H 13.2339 24.8426 0.9901
H 14.9714 24.7474 1.3800
H 14.4629 24.8803 -0.2573

Atoms 1-2, force components in eV/Å:
Fe 2.863 -0.114 -1.474
Al -1.044 0.840 0.667

Calculated values
Calculated total energy, eV: -114009.5105
2S+1: 9
Net charge: +3
F_max, eV/A: 4.0
⟨S²⟩: 20.06


A 10-piece molecular cluster, C53H135N9O17 overall in a non-equilibrium geometry, computed with the ωB97M-V functional and the def2-TZVPD basis.

CARTESIAN COORDINATES (ANGSTROEM)
C -2.0839 -5.2924 0.0296
O -1.5160 -6.4326 0.6680
C -1.3025 -6.2895 2.0490
C -0.5859 -7.5831 2.5490
C -0.1025 -7.4115 3.9888
N 0.5703 -7.8388 1.7089
H -2.2474 -5.5349 -1.0180
H -1.3702 -4.4653 0.0896
H -3.0425 -5.1303 0.5276
H -0.6604 -5.4099 2.1902
H -2.2197 -6.1373 2.6330
H -1.2635 -8.4364 2.5034
H -0.8522 -6.8434 4.5491
H 0.8249 -6.8591 4.1335
H -0.0239 -8.3966 4.4502
H 1.2069 -7.0393 1.7269
H 0.1907 -7.9308 0.7704
C 2.0132 -0.0536 3.8177
O 1.5101 -1.2687 4.3027
C 0.1717 -1.2448 4.7324
C -0.2324 -2.5720 5.3740
C -0.1326 -3.7813 4.4469
N -1.5967 -2.4399 5.8970
H 1.3413 0.4727 3.1307
H 2.9921 -0.1859 3.3656
H 2.1374 0.6667 4.6383
H 0.0619 -0.4483 5.4832
H -0.5475 -0.9534 3.9567
H 0.4017 -2.7998 6.2394
H 0.8810 -3.8572 4.0472
H -0.8106 -3.6726 3.5978
H -0.3383 -4.7160 4.9651
H -1.9344 -3.3541 6.1811
H -1.5145 -1.9487 6.7841
C -0.6465 2.4286 4.3452
O -1.6397 3.3938 4.6309
C -1.2854 4.2016 5.7424
C -2.3368 5.2857 5.9857
N -2.2541 6.3599 5.0020
C -3.2598 7.3823 5.2704
C -3.7981 7.9779 3.9672
O -4.3506 6.8959 3.2361
C -4.8377 7.3495 1.9810
H -0.9380 1.9583 3.4042
H -0.7819 1.5662 5.0130
H 0.3877 2.7688 4.3589
H -0.3142 4.6759 5.5788
H -1.2781 3.5546 6.6272
H -2.1188 5.7281 6.9627
H -3.3581 4.8941 6.0669
H -2.3770 5.9841 4.0720
H -2.8338 8.1477 5.9237
H -4.1405 7.0011 5.8031
H -3.0052 8.4860 3.3989
H -4.5113 8.8002 4.0939
H -5.5247 6.5937 1.5992
H -3.9955 7.4732 1.2970
H -5.4328 8.2614 2.0795
C 5.0238 6.5340 -2.3547
O 4.0057 5.7927 -1.7484
C 3.4186 6.4389 -0.6533
C 2.2808 5.6678 -0.0577
N 2.7449 4.3380 0.3555
C 1.7061 3.3091 0.3976
C 0.4858 3.5268 1.2755
O -0.2041 4.6953 0.8565
C -1.1744 5.1834 1.7521
H 4.6847 7.4364 -2.8736
H 5.5458 5.9332 -3.0997
H 5.7932 6.8274 -1.6311
H 3.1579 7.4887 -0.8421
H 4.1559 6.5681 0.1592
H 1.4581 5.5661 -0.7793
H 1.8441 6.1831 0.7984
H 3.5186 4.0941 -0.2467
H 2.1810 2.4565 0.8981
H 1.4896 2.8549 -0.5757
H 0.8857 3.7147 2.2790
H -0.2011 2.6813 1.3372
H -1.7095 5.9636 1.2118
H -0.7527 5.5716 2.6829
H -1.8701 4.3642 1.9683
C 1.3156 -13.4228 3.2504
O 1.7379 -12.2363 3.8926
C 2.1295 -11.2463 2.9465
C 2.9385 -10.1253 3.5857
N 3.0614 -9.0436 2.6279
C 3.7753 -7.9409 3.2862
C 3.8969 -6.6575 2.4612
O 2.6022 -6.0716 2.3342
C 2.5353 -4.8640 1.5927
H 1.9361 -13.6585 2.3829
H 0.2777 -13.2653 2.9339
H 1.3119 -14.2834 3.9173
H 1.2031 -10.8021 2.5619
H 2.6846 -11.6711 2.1072
H 3.9198 -10.5335 3.8411
H 2.4129 -9.8358 4.5072
H 2.1103 -8.7474 2.3669
H 4.7640 -8.2864 3.5864
H 3.1989 -7.6170 4.1658
H 4.3648 -6.8577 1.4931
H 4.5118 -5.9442 3.0183
H 2.8483 -4.9991 0.5518
H 3.0890 -4.0343 2.0317
H 1.4761 -4.6139 1.5266
C 3.4175 5.1770 -5.4508
O 2.6362 4.0234 -5.7275
C 2.8181 3.4772 -7.0072
C 1.5212 2.8395 -7.5007
N 0.9537 1.8236 -6.6668
C 1.7145 0.5796 -6.4726
C 1.0070 -0.2240 -5.3993
O 0.9942 0.5329 -4.1945
C 0.5035 -0.2543 -3.1245
H 4.4947 4.9765 -5.5049
H 3.2204 5.4945 -4.4316
H 3.2402 5.9190 -6.2322
H 3.6591 2.7781 -7.0525
H 3.0371 4.2312 -7.7775
H 1.7189 2.5034 -8.5304
H 0.7451 3.5555 -7.7969
H 0.8792 2.1834 -5.7187
H 2.7390 0.8738 -6.2063
H 1.7735 0.0771 -7.4415
H 1.6256 -1.1151 -5.2426
H 0.0065 -0.5071 -5.7290
H -0.5524 -0.4964 -3.2747
H 0.5760 0.3112 -2.1943
H 1.1082 -1.1496 -2.9490
C -3.9194 5.5871 -8.1073
O -3.3981 4.2958 -7.8189
C -2.3216 4.3977 -6.8852
C -2.0379 2.9852 -6.4012
N -3.0538 2.5311 -5.4435
C -2.7384 1.1574 -5.0490
C -3.5180 0.8888 -3.7733
O -3.2408 -0.4311 -3.2906
C -3.6052 -0.5855 -1.9523
H -3.1945 6.1627 -8.6939
H -4.1062 6.1322 -7.1793
H -4.8379 5.5178 -8.6850
H -2.5157 5.0698 -6.0432
H -1.4962 4.7594 -7.5131
H -1.1464 3.0765 -5.7670
H -1.8870 2.3914 -7.2982
H -2.9496 3.1220 -4.6266
H -1.6640 1.0008 -4.8841
H -3.0156 0.4505 -5.8349
H -4.5937 1.0096 -3.9000
H -3.1567 1.6205 -3.0426
H -3.3130 -1.5735 -1.5831
H -4.6942 -0.6714 -1.8308
H -3.2375 0.2120 -1.2996
C 2.4369 -5.7184 -2.2019
O 3.1413 -4.5347 -2.0163
C 2.3127 -3.3851 -1.9535
C 3.1145 -2.1708 -1.5632
N 3.3801 -2.0211 -0.1339
C 4.4658 -1.0620 0.1308
C 4.8104 -1.2435 1.6068
O 5.2458 -2.5571 1.8443
C 5.7204 -2.8066 3.1404
H 1.9903 -6.1496 -1.2925
H 3.1220 -6.5093 -2.5140
H 1.6170 -5.6752 -2.9275
H 1.4965 -3.5030 -1.2298
H 1.8981 -3.2301 -2.9538
H 2.6296 -1.2628 -1.9346
H 4.0643 -2.2015 -2.1186
H 3.6818 -2.9295 0.2065
H 4.0529 -0.0848 -0.1221
H 5.3521 -1.2978 -0.4691
H 3.9230 -1.0808 2.2337
H 5.5738 -0.5320 1.9449
H 6.6766 -2.3034 3.3157
H 5.9192 -3.8630 3.3170
H 4.9327 -2.5025 3.8405
C -0.6545 3.4859 -2.5876
O -1.9597 3.9987 -2.8339
C -2.4161 4.9491 -1.9098
C -3.2219 4.2658 -0.7842
N -4.4113 3.6535 -1.3098
C -5.0815 2.8542 -0.2688
C -6.4485 2.2996 -0.7037
O -6.2381 1.3869 -1.7728
C -7.4029 0.5981 -1.8979
H -0.6602 2.8701 -1.6802
H 0.0515 4.3054 -2.4454
H -0.4122 2.8177 -3.4122
H -3.0384 5.7348 -2.3429
H -1.5823 5.4939 -1.4507
H -3.4611 5.0529 -0.0637
H -2.5236 3.6208 -0.2257
H -4.1247 2.9925 -2.0249
H -5.2411 3.5299 0.5745
H -4.4520 2.0152 0.0473
H -7.1977 3.0741 -0.8753
H -6.7494 1.7078 0.1712
H -7.5137 -0.0670 -1.0304
H -7.3447 -0.0607 -2.7629
H -8.3331 1.1727 -1.9245
C -1.0232 -0.0611 0.3507
C 0.2897 -0.2385 1.0955
C 0.4538 -1.6889 1.5641
O 1.3517 0.0788 0.1819
H -1.1235 -0.8279 -0.4173
H -1.0974 0.9411 -0.0828
H -1.8993 -0.0781 1.0060
H 0.3140 0.4858 1.9165
H 1.3608 -1.7947 2.1601
H 0.5259 -2.3520 0.6993
H -0.3830 -2.1025 2.1326
H 2.0286 -0.6187 0.2593

Atoms 1-2, force components in eV/Å:
C 0.240 -0.901 0.658
O -0.295 -0.329 -0.560

Calculated values
Calculated total energy, eV: -105357.4880
SMILES: COC[C@H](C)N.COC[C@H](C)N.COCCNCCOC.COCCNCCOC.COCCNCCOC.COCCNCCOC.COCCNCCOC.COCCNCCOC.COCCNCCOC.CC(C)O
Energy relative to the best compared isomer or geometry (same formula, charge and spin), kcal per mole: 0.0
F_max, eV/A: 2.1